(1)
Entry from OMol25: 5 unconnected molecules or ions with the total composition C67H54O12 (wB97M-V/def2-TZVPD).

The SMILES is O=C1c2ccccc2C(=O)c2ccccc21.O=C1c2ccccc2C(=O)c2ccccc21.O=C1c2ccccc2C(=O)c2ccccc21.O=C1c2ccccc2C(=O)c2ccccc21.COCCOCCCCCCOC(C)=O. Its energy is -94926.49461 eV. The calculation puts the molar mass at 1051.157 u. As for the HOMO energy: -9.44 eV. Its LUMO energy is -1.074 eV. Its net charge is 0. Its largest force on an atom is 0.44 eV/A. The HOMO-LUMO gap is 8.364 eV.

Each atom is followed by the atoms it is bonded to, with distances in Å.
Element x y z (Å)
1 C 1.32 -4.67 1.48  O2 1.412, H16 1.088, H17 1.100, H18 1.097
2 O 0.62 -4.16 0.36  C1 1.412, C3 1.405
3 C -0.54 -4.89 0.08  O2 1.405, C4 1.525, H19 1.101, H20 1.102
4 C -1.37 -4.20 -0.99  C3 1.525, O5 1.409, H21 1.098, H22 1.099
5 O -1.28 -2.79 -0.89  C4 1.409, C6 1.427
6 C -2.53 -2.13 -1.06  O5 1.427, C7 1.522, H23 1.099, H24 1.094
7 C -3.18 -1.87 0.29  C6 1.522, C8 1.539, H25 1.093, H26 1.097
8 C -4.63 -1.36 0.19  C7 1.539, C9 1.533, H27 1.098, H28 1.094
9 C -5.70 -2.38 0.61  C8 1.533, C10 1.543, H29 1.094, H30 1.097
10 C -6.15 -3.32 -0.52  C9 1.543, C11 1.517, H31 1.094, H32 1.094
11 C -6.29 -4.76 -0.05  C10 1.517, O12 1.442, H33 1.094, H34 1.097
12 O -6.56 -5.64 -1.16  C11 1.442, C13 1.371
13 C -5.68 -6.67 -1.32  O12 1.371, C14 1.503, O15 1.190
14 C -4.54 -6.32 -2.24  C13 1.503, H35 1.093, H36 1.093, H37 1.088
15 O -5.84 -7.72 -0.80  C13 1.190
16 H 2.34 -4.29 1.44  C1 1.088
17 H 1.35 -5.76 1.46  C1 1.100
18 H 0.83 -4.35 2.41  C1 1.097
19 H -1.14 -5.03 1.00  C3 1.101
20 H -0.26 -5.89 -0.30  C3 1.102
21 H -2.41 -4.51 -0.83  C4 1.098
22 H -1.07 -4.52 -1.99  C4 1.099
23 H -3.17 -2.69 -1.76  C6 1.099
24 H -2.30 -1.16 -1.51  C6 1.094
25 H -2.56 -1.10 0.74  C7 1.093
26 H -3.11 -2.75 0.95  C7 1.097
27 H -4.83 -1.01 -0.83  C8 1.098
28 H -4.72 -0.48 0.83  C8 1.094
29 H -6.57 -1.84 1.00  C9 1.094
30 H -5.32 -2.97 1.46  C9 1.097
31 H -5.47 -3.29 -1.38  C10 1.094
32 H -7.13 -3.00 -0.88  C10 1.094
33 H -7.13 -4.86 0.65  C11 1.094
34 H -5.38 -5.09 0.48  C11 1.097
35 H -4.11 -5.36 -1.96  C14 1.093
36 H -4.93 -6.20 -3.25  C14 1.093
37 H -3.78 -7.10 -2.22  C14 1.088
38 C -5.08 5.24 -1.05  C39 1.391, C43 1.385, H54 1.082
39 C -5.32 3.97 -0.53  C38 1.391, C40 1.385, H55 1.082
40 C -4.33 3.00 -0.59  C39 1.385, C41 1.390, H56 1.082
41 C -3.10 3.29 -1.17  C40 1.390, C42 1.397, C52 1.494
42 C -2.87 4.56 -1.70  C41 1.397, C43 1.389, C44 1.493
43 C -3.86 5.53 -1.64  C38 1.385, C42 1.389, H57 1.082
44 C -1.57 4.90 -2.35  C42 1.493, O45 1.212, C46 1.489
45 O -1.37 6.00 -2.81  C44 1.212
46 C -0.53 3.83 -2.41  C44 1.489, C47 1.390, C51 1.396
47 C 0.69 4.11 -3.02  C46 1.390, C48 1.385, H58 1.081
48 C 1.67 3.14 -3.07  C47 1.385, C49 1.391, H59 1.082
49 C 1.45 1.88 -2.51  C48 1.391, C50 1.384, H60 1.082
50 C 0.24 1.60 -1.90  C49 1.384, C51 1.390, H61 1.082
51 C -0.75 2.57 -1.85  C46 1.396, C50 1.390, C52 1.485
52 C -2.05 2.24 -1.20  C41 1.494, C51 1.485, O53 1.211
53 O -2.24 1.14 -0.72  C52 1.211
54 H -5.85 6.00 -1.00  C38 1.082
55 H -6.27 3.74 -0.08  C39 1.082
56 H -4.50 2.01 -0.19  C40 1.082
57 H -3.66 6.51 -2.05  C43 1.082
58 H 0.84 5.09 -3.45  C47 1.081
59 H 2.62 3.35 -3.54  C48 1.082
60 H 2.22 1.13 -2.54  C49 1.082
61 H 0.05 0.63 -1.46  C50 1.082
62 C 5.45 -0.23 4.84  C63 1.391, C67 1.385, H78 1.083
63 C 6.23 -0.16 5.99  C62 1.391, C64 1.385, H79 1.083
64 C 6.53 -1.31 6.70  C63 1.385, C65 1.390, H80 1.081
65 C 6.06 -2.54 6.26  C64 1.390, C66 1.396, C76 1.492
66 C 5.27 -2.61 5.11  C65 1.396, C67 1.390, C68 1.490
67 C 4.98 -1.45 4.40  C62 1.385, C66 1.390, H81 1.081
68 C 4.72 -3.91 4.62  C66 1.490, O69 1.213, C70 1.492
69 O 4.05 -3.97 3.62  C68 1.213
70 C 5.03 -5.13 5.42  C68 1.492, C71 1.390, C75 1.396
71 C 4.49 -6.35 5.02  C70 1.390, C72 1.384, H82 1.081
72 C 4.77 -7.50 5.74  C71 1.384, C73 1.391, H83 1.082
73 C 5.58 -7.43 6.87  C72 1.391, C74 1.384, H84 1.082
74 C 6.12 -6.22 7.27  C73 1.384, C75 1.390, H85 1.081
75 C 5.84 -5.07 6.56  C70 1.396, C74 1.390, C76 1.492
76 C 6.41 -3.77 7.03  C65 1.492, C75 1.492, O77 1.212
77 O 7.13 -3.72 8.00  C76 1.212
78 H 5.22 0.67 4.29  C62 1.083
79 H 6.60 0.80 6.34  C63 1.083
80 H 7.14 -1.28 7.59  C64 1.081
81 H 4.37 -1.52 3.51  C67 1.081
82 H 3.86 -6.38 4.14  C71 1.081
83 H 4.35 -8.44 5.43  C72 1.082
84 H 5.80 -8.34 7.43  C73 1.082
85 H 6.75 -6.16 8.14  C74 1.081
86 C -1.02 4.90 1.21  C87 1.391, C91 1.385, H102 1.080
87 C -1.45 5.80 2.18  C86 1.391, C88 1.385, H103 1.083
88 C -0.52 6.45 2.99  C87 1.385, C89 1.391, H104 1.081
89 C 0.84 6.21 2.81  C88 1.391, C90 1.396, C100 1.491
90 C 1.26 5.30 1.84  C89 1.396, C91 1.389, C92 1.490
91 C 0.33 4.65 1.04  C86 1.385, C90 1.389, H105 1.083
92 C 2.71 5.01 1.63  C90 1.490, O93 1.213, C94 1.492
93 O 3.08 4.23 0.78  C92 1.213
94 C 3.69 5.72 2.51  C92 1.492, C95 1.390, C99 1.396
95 C 5.04 5.45 2.36  C94 1.390, C96 1.384, H106 1.082
96 C 5.97 6.10 3.16  C95 1.384, C97 1.391, H107 1.082
97 C 5.55 7.03 4.11  C96 1.391, C98 1.385, H108 1.082
98 C 4.20 7.29 4.26  C97 1.385, C99 1.390, H109 1.081
99 C 3.26 6.64 3.47  C94 1.396, C98 1.390, C100 1.493
100 C 1.81 6.94 3.66  C89 1.491, C99 1.493, O101 1.212
101 O 1.45 7.76 4.48  C100 1.212
102 H -1.75 4.42 0.58  C86 1.080
103 H -2.51 5.99 2.31  C87 1.083
104 H -0.84 7.15 3.74  C88 1.081
105 H 0.68 3.95 0.29  C91 1.083
106 H 5.35 4.74 1.61  C95 1.082
107 H 7.02 5.90 3.04  C96 1.082
108 H 6.27 7.54 4.73  C97 1.082
109 H 3.85 8.01 5.00  C98 1.081
110 C 0.93 -2.31 -4.41  C111 1.391, C115 1.384, H126 1.082
111 C 1.41 -2.54 -5.69  C110 1.391, C112 1.386, H127 1.082
112 C 1.00 -1.73 -6.74  C111 1.386, C113 1.390, H128 1.081
113 C 0.11 -0.68 -6.51  C112 1.390, C114 1.395, C124 1.491
114 C -0.37 -0.46 -5.22  C113 1.395, C115 1.388, C116 1.491
115 C 0.04 -1.28 -4.17  C110 1.384, C114 1.388, H129 1.083
116 C -1.34 0.64 -4.92  C114 1.491, O117 1.214, C118 1.491
117 O -1.74 0.84 -3.80  C116 1.214
118 C -1.79 1.48 -6.07  C116 1.491, C119 1.390, C123 1.396
119 C -2.71 2.49 -5.84  C118 1.390, C120 1.384, H130 1.082
120 C -3.14 3.29 -6.88  C119 1.384, C121 1.391, H131 1.082
121 C -2.63 3.10 -8.16  C120 1.391, C122 1.385, H132 1.082
122 C -1.71 2.09 -8.40  C121 1.385, C123 1.390, H133 1.081
123 C -1.29 1.28 -7.36  C118 1.396, C122 1.390, C124 1.493
124 C -0.30 0.19 -7.64  C113 1.491, C123 1.493, O125 1.212
125 O 0.15 0.03 -8.76  C124 1.212
126 H 1.26 -2.94 -3.59  C110 1.082
127 H 2.10 -3.35 -5.88  C111 1.082
128 H 1.36 -1.89 -7.75  C112 1.081
129 H -0.34 -1.09 -3.18  C115 1.083
130 H -3.09 2.63 -4.83  C119 1.082
131 H -3.86 4.08 -6.70  C120 1.082
132 H -2.96 3.73 -8.97  C121 1.082
133 H -1.30 1.93 -9.39  C122 1.081

(2)
Entry from OMol25: 2 unconnected molecules or ions with the total composition C5H13NO in a non-equilibrium geometry (wB97M-V/def2-TZVPD).

The SMILES is CC(N)=O.CCC. Its energy is -8932.88604 eV. The calculation puts the molar mass at 103.165 u. As for the HOMO energy: -9.93 eV. Its LUMO energy is 0.803 eV. Its net charge is 0. Its largest force on an atom is 2.67 eV/A. The HOMO-LUMO gap is 10.733 eV.

Each atom is followed by the atoms it is bonded to, with distances in Å.
Element x y z (Å)
1 C -1.76 -0.97 -0.54  C2 1.492, H5 1.087, H6 1.103, H9 1.095
2 C -1.58 -0.35 0.81  C1 1.492, O3 1.215, N4 1.371
3 O -1.65 0.83 1.06  C2 1.215
4 N -1.41 -1.26 1.82  C2 1.371, H7 1.012, H8 1.005
5 H -1.73 -2.05 -0.44  C1 1.087
6 H -0.97 -0.69 -1.27  C1 1.103
7 H -1.12 -0.96 2.75  N4 1.012
8 H -1.19 -2.24 1.77  N4 1.005
9 H -2.66 -0.53 -0.99  C1 1.095
10 C 2.26 0.50 -1.51  C11 1.518, C12 1.570, H13 1.079, H14 1.088
11 C 0.83 0.98 -1.44  C10 1.518, H15 1.089, H17 1.102, H18 1.110
12 C 2.77 0.36 -0.03  C10 1.570, H16 1.098, H19 1.088, H20 1.076
13 H 2.36 -0.44 -2.03  C10 1.079
14 H 2.85 1.27 -2.00  C10 1.088
15 H 0.46 1.91 -1.88  C11 1.089
16 H 2.24 -0.51 0.37  C12 1.098
17 H 0.54 1.30 -0.42  C11 1.102
18 H 0.04 0.20 -1.47  C11 1.110
19 H 3.81 0.05 0.02  C12 1.088
20 H 2.60 1.22 0.59  C12 1.076

(3)
Entry from OMol25: C4H9NO2 in the gas phase (wB97M-V/def2-TZVPD).

The SMILES is NC(=O)CCCO. Its energy is -9878.88902 eV. The calculation puts the molar mass at 103.121 u. As for the HOMO energy: -9.81 eV. Its LUMO energy is 0.899 eV. Its net charge is 0. Its largest force on an atom is 0.63 eV/A. The HOMO-LUMO gap is 10.714 eV.

Each atom is followed by the atoms it is bonded to, with distances in Å.
Element x y z (Å)
1 N 2.13 -1.35 1.46  C2 1.365, H8 1.015, H9 1.003
2 C 0.94 -0.79 1.10  N1 1.365, O3 1.223, C4 1.585
3 O -0.06 -1.38 1.49  C2 1.223
4 C 0.77 0.53 0.24  C2 1.585, C5 1.542, H10 1.099, H11 1.101
5 C -0.75 0.72 0.07  C4 1.542, C6 1.531, H12 1.092, H13 1.093
6 C -1.38 0.26 -1.25  C5 1.531, O7 1.425, H14 1.104, H15 1.102
7 O -1.69 1.34 -2.12  C6 1.425, H16 0.966
8 H 2.03 -2.19 2.02  N1 1.015
9 H 3.06 -1.01 1.28  N1 1.003
10 H 1.22 1.39 0.75  C4 1.099
11 H 1.30 0.45 -0.73  C4 1.101
12 H -1.12 0.04 0.84  C5 1.092
13 H -1.10 1.72 0.32  C5 1.093
14 H -0.70 -0.45 -1.75  C6 1.104
15 H -2.30 -0.29 -1.01  C6 1.102
16 H -2.36 1.02 -2.73  O7 0.966

energy of number 2 (C5H13NO)?
-8932.88604 eV

Which value of molar mass does entry 2 give?
103.165 u

Please write out number 2 again, unchanged.
Entry from OMol25: 2 unconnected molecules or ions with the total composition C5H13NO in a non-equilibrium geometry (wB97M-V/def2-TZVPD).

The SMILES is CC(N)=O.CCC. Its energy is -8932.88604 eV. The calculation puts the molar mass at 103.165 u. As for the HOMO energy: -9.93 eV. Its LUMO energy is 0.803 eV. Its net charge is 0. Its largest force on an atom is 2.67 eV/A. The HOMO-LUMO gap is 10.733 eV.

Each atom is followed by the atoms it is bonded to, with distances in Å.
Element x y z (Å)
1 C -1.76 -0.97 -0.54  C2 1.492, H5 1.087, H6 1.103, H9 1.095
2 C -1.58 -0.35 0.81  C1 1.492, O3 1.215, N4 1.371
3 O -1.65 0.83 1.06  C2 1.215
4 N -1.41 -1.26 1.82  C2 1.371, H7 1.012, H8 1.005
5 H -1.73 -2.05 -0.44  C1 1.087
6 H -0.97 -0.69 -1.27  C1 1.103
7 H -1.12 -0.96 2.75  N4 1.012
8 H -1.19 -2.24 1.77  N4 1.005
9 H -2.66 -0.53 -0.99  C1 1.095
10 C 2.26 0.50 -1.51  C11 1.518, C12 1.570, H13 1.079, H14 1.088
11 C 0.83 0.98 -1.44  C10 1.518, H15 1.089, H17 1.102, H18 1.110
12 C 2.77 0.36 -0.03  C10 1.570, H16 1.098, H19 1.088, H20 1.076
13 H 2.36 -0.44 -2.03  C10 1.079
14 H 2.85 1.27 -2.00  C10 1.088
15 H 0.46 1.91 -1.88  C11 1.089
16 H 2.24 -0.51 0.37  C12 1.098
17 H 0.54 1.30 -0.42  C11 1.102
18 H 0.04 0.20 -1.47  C11 1.110
19 H 3.81 0.05 0.02  C12 1.088
20 H 2.60 1.22 0.59  C12 1.076